Entry 1:
# C13H18N2O4

An isolated molecule of C13H18N2O4 (ωB97M-V/def2-TZVPD, OMol25).

```
37
C13H18N2O4 (ωB97M-V/def2-TZVPD)
C 2.06 -0.91 -2.43
C 1.78 0.58 -2.32
O 1.14 0.89 -1.08
C -0.19 0.86 -1.05
O -0.88 0.71 -2.02
C -0.73 1.08 0.36
C -2.28 1.11 0.32
C -2.91 -0.23 -0.06
C -4.34 -0.11 -0.10
N -5.48 -0.01 -0.13
C -0.24 2.37 1.04
C 1.28 2.56 1.10
C 1.99 1.38 1.51
N 2.59 0.46 1.83
C -0.33 -0.09 1.27
O -0.52 -0.08 2.46
O 0.17 -1.11 0.59
C 0.65 -2.23 1.35
C 0.72 -3.44 0.45
H 1.12 -1.46 -2.43
H 2.60 -1.12 -3.34
H 2.66 -1.23 -1.57
H 2.72 1.16 -2.31
H 1.15 0.92 -3.14
H -2.64 1.41 1.31
H -2.59 1.87 -0.40
H -2.65 -1.00 0.68
H -2.56 -0.54 -1.04
H -0.68 3.23 0.52
H -0.63 2.35 2.06
H 1.51 3.36 1.82
H 1.68 2.86 0.13
H -0.03 -2.39 2.20
H 1.63 -1.96 1.75
H 1.08 -4.30 1.02
H -0.26 -3.68 0.04
H 1.40 -3.26 -0.38
```

SMILES string: CCOC(=O)C(CCC#N)(CCC#N)C(=O)OCC
Kohn-Sham gap: 0.4124 Eh
ΔE to the lowest compared entry with this formula, charge and spin: 30.7 kcal per mole
Max |F|: 0.01537 hartree/bohr

=====

Entry 2:
# C5H25N2O6S

A cluster of 7 separate species, C5H25N2O6S in total in a non-equilibrium geometry (ωB97M-V/def2-TZVPD, OMol25).

```
39
C5H25N2O6S (ωB97M-V/def2-TZVPD)
C -1.85 -0.61 0.69
N -1.33 -0.51 2.09
C -0.16 -1.37 2.55
C 1.10 -0.56 2.38
S 2.75 -1.39 1.82
C -1.31 0.57 -0.13
N -1.28 0.30 -1.57
C -2.47 0.18 -2.35
H -1.55 -1.59 0.31
H -2.91 -0.58 0.93
H -2.10 -0.75 2.71
H -0.45 -1.67 3.55
H -0.11 -2.21 1.89
H 1.39 -0.08 3.31
H 0.93 0.12 1.53
H -1.81 1.55 -0.11
H -0.33 0.77 0.26
H -0.67 0.97 -2.03
H -2.18 -0.28 -3.34
H -3.25 -0.33 -1.75
H -2.92 1.15 -2.62
H -0.12 2.23 2.15
H -0.56 3.64 1.63
O -0.40 2.73 1.36
H 2.32 1.98 2.84
H 2.18 2.22 1.35
O 2.05 2.65 2.20
H 2.36 -2.53 -2.04
H 2.45 -2.11 -0.59
O 2.28 -1.75 -1.49
H 0.97 0.33 -3.38
H 1.01 1.81 -3.22
O 0.61 1.13 -3.78
H 1.35 0.22 -0.89
H 2.75 0.55 -0.57
O 1.94 0.98 -0.89
H -0.69 -2.54 -1.01
H 0.37 -2.29 -1.97
O -0.34 -2.94 -1.82
```

Net charge: -1
Kohn-Sham gap: 0.2444 Eh
ΔE to the lowest compared entry with this formula, charge and spin: 47.0 kcal per mole
Max |F|: 0.04694 hartree/bohr

=====

- Which of these has the highest Kohn-Sham gap?
  C13H18N2O4